Density functional theory data (the ωB97M-V functional and the def2-TZVPD basis) for C47H82BrClFI2N4O13S4 as an isolated structure in a non-equilibrium geometry.

Last column: Mulliken charge in e.
Positions of all 155 atoms, in Å:
C: 0.34161 4.96091 -0.55658  -1.472
C: 0.68943 3.97345 -1.68169  -0.828
C: -0.18458 2.73174 -1.61188  1.533
F: -1.25233 2.93603 -2.45666  -0.400
N: 0.43640 1.32969 -1.90115  1.493
C: 1.77511 1.33475 -2.59072  -0.067
C: 2.24697 2.09719 -3.84921  -0.418
O: 3.37903 1.86457 -4.14961  -0.481
Br: 1.29150 3.37024 -4.93928  -0.091
C: -0.58112 0.43737 -2.67514  -0.253
I: 0.21528 -1.60296 -3.00537  0.448
C: -0.75079 0.87649 -4.13611  -0.389
C: -1.87687 0.28221 -4.97820  0.002
C: -3.26828 0.82676 -4.77432  -1.484
N: -1.65884 -0.54236 -5.90580  -0.478
C: -1.89388 0.29608 -1.86549  -1.675
I: -2.92672 -1.57293 -2.13874  0.164
O: -1.79817 0.60915 -0.50859  0.134
C: -0.64807 0.27313 0.27208  2.968
C: -0.55111 -1.22269 0.61587  -1.431
C: -1.78056 -1.97099 1.19523  -1.737
C: -3.17942 -1.34012 1.29179  1.012
C: -3.94098 -1.73326 2.56346  -1.372
S: -4.29924 -3.46122 2.54061  1.098
O: -4.84382 -3.80300 1.26472  -0.441
O: -3.19136 -4.18304 3.08189  -0.550
Cl: -5.80924 -3.55804 3.89376  -0.235
C: -0.90653 0.96195 1.62885  -1.990
C: -1.39623 2.41209 1.73136  -1.247
C: -2.84651 2.68898 1.36298  -0.492
S: -3.92850 1.92784 2.58893  -0.097
C: -5.49926 2.53148 1.98408  0.264
S: -6.07457 3.96630 2.43167  -0.162
N: -6.15858 1.64023 1.15359  0.392
C: -7.49421 1.65993 0.80024  -0.181
C: -7.66904 0.59048 0.00827  -0.960
N: -6.48697 -0.09922 -0.16938  -0.224
C: -5.61357 0.54243 0.51662  0.224
C: 0.72320 0.73017 -0.42523  -0.024
S: 1.51877 2.02204 0.62622  -0.314
O: 1.58754 -0.30515 -0.61330  -0.235
C: 2.66727 -0.60122 0.28796  -0.499
C: 3.25270 -1.95781 0.00504  0.242
C: 3.66125 -2.18945 -1.43825  -1.514
O: 2.34274 -2.92994 0.48994  -0.507
H: 0.92680 4.78634 0.34090  0.323
H: 0.53763 5.97490 -0.89247  0.481
H: -0.71453 4.90768 -0.29397  0.357
H: 0.46682 4.48746 -2.60787  0.639
H: 1.75272 3.76621 -1.62952  0.208
H: -0.67770 2.66695 -0.65217  -0.579
H: 2.01268 0.30367 -2.83166  0.338
H: 2.52680 1.61831 -1.86562  0.716
H: -0.88448 1.94134 -4.23762  0.062
H: 0.17142 0.62510 -4.65458  0.922
H: -3.28117 1.66566 -4.08246  0.272
H: -3.62980 1.20313 -5.72895  0.477
H: -3.94899 0.04866 -4.44627  0.256
H: -0.67581 -0.79876 -5.96725  0.185
H: -2.59676 1.00366 -2.28308  0.964
H: 0.21479 -1.27020 1.39035  0.487
H: -0.11968 -1.79342 -0.19584  0.106
H: -1.51276 -2.30474 2.19745  0.624
H: -1.88293 -2.90434 0.64337  0.398
H: -3.81854 -1.64591 0.46969  0.433
H: -3.17639 -0.25628 1.30588  -1.862
H: -3.36205 -1.52687 3.46194  0.516
H: -4.87622 -1.18164 2.62515  0.713
H: -0.07498 0.77271 2.30311  0.753
H: -1.70518 0.38774 2.09233  0.549
H: -0.75329 3.15683 1.27611  -0.009
H: -1.32778 2.63732 2.80043  0.704
H: -2.99983 3.76674 1.43598  0.923
H: -3.10629 2.40136 0.34626  0.033
H: -8.20005 2.40211 1.11931  0.453
H: -8.59192 0.26502 -0.43879  0.463
H: -4.57519 0.28076 0.60026  -0.088
H: 2.68180 2.09251 -0.02841  0.291
H: 3.49336 0.10254 0.18684  0.137
H: 2.32255 -0.61835 1.31975  0.084
H: 4.16062 -1.96099 0.61559  0.537
H: 2.80088 -2.50115 -2.02472  0.229
H: 4.36977 -3.01531 -1.48096  0.555
H: 4.13226 -1.31419 -1.87852  0.240
H: 2.75357 -3.79796 0.46741  0.336
C: 1.50241 -0.82466 -9.93222  -1.192
C: 0.48277 -1.08882 -8.85431  0.805
O: 0.56465 -0.57218 -7.76201  -0.489
C: -0.64934 -2.02339 -9.19586  -1.018
H: 2.25983 -0.13857 -9.56186  0.294
H: 1.97731 -1.75963 -10.23274  0.333
H: 1.01755 -0.38976 -10.80731  0.338
H: -0.25551 -3.00360 -9.46931  0.336
H: -1.21224 -1.63134 -10.04413  0.329
H: -1.31298 -2.12166 -8.34012  0.218
C: 3.57482 -5.35565 3.18448  -1.119
C: 4.53553 -4.22840 3.48153  0.908
O: 4.21878 -3.07097 3.32103  -0.538
C: 5.89237 -4.62984 3.99127  -1.045
H: 2.62869 -4.94809 2.83279  0.242
H: 3.99614 -6.01669 2.42429  0.341
H: 3.40403 -5.94279 4.08804  0.356
H: 6.39455 -5.26429 3.25883  0.333
H: 5.77791 -5.19305 4.91779  0.255
H: 6.49502 -3.74268 4.17184  0.308
C: 6.25843 0.56560 1.97470  -0.942
C: 6.59504 0.36415 0.52054  0.918
O: 6.20324 -0.60518 -0.09462  -0.558
C: 7.43971 1.42512 -0.13822  -1.165
H: 5.65821 -0.27294 2.32801  0.217
H: 7.17285 0.62451 2.56486  0.460
H: 5.71106 1.49520 2.10840  0.220
H: 8.39771 1.51029 0.37584  0.346
H: 6.93838 2.39171 -0.07439  0.240
H: 7.61002 1.16299 -1.17996  0.381
C: 6.79518 4.72272 4.54375  -1.119
C: 7.10889 4.51441 3.08434  0.744
O: 6.69436 3.55102 2.47767  -0.457
C: 7.96640 5.55967 2.41742  -1.122
H: 6.17634 3.90631 4.90715  0.275
H: 7.71883 4.76008 5.12283  0.342
H: 6.26665 5.66710 4.68198  0.337
H: 8.93226 5.62781 2.91970  0.347
H: 7.48095 6.53490 2.47640  0.344
H: 8.12226 5.29712 1.37406  0.266
C: -5.90392 9.30678 2.87442  -1.128
C: -6.46836 8.18349 2.03802  0.826
O: -6.81951 7.13909 2.53200  -0.541
C: -6.57539 8.43256 0.55187  -1.062
H: -5.88034 9.00664 3.91871  0.291
H: -4.89243 9.54905 2.54420  0.334
H: -6.52182 10.19968 2.76949  0.347
H: -5.58918 8.64249 0.13431  0.321
H: -7.21831 9.29290 0.36104  0.333
H: -6.99498 7.55564 0.06521  0.269
C: 4.65992 -9.46197 5.91140  -1.116
C: 5.65708 -8.37365 6.22292  0.828
O: 5.39382 -7.20464 6.05597  -0.522
C: 6.99801 -8.81408 6.75438  -1.128
H: 3.73890 -9.02015 5.53964  0.261
H: 5.06685 -10.13819 5.15810  0.344
H: 4.44438 -10.04049 6.81069  0.346
H: 7.49106 -9.46628 6.03199  0.334
H: 6.86789 -9.36905 7.68445  0.342
H: 7.62223 -7.94378 6.93930  0.292
C: -7.32510 -3.26001 -1.42949  -0.673
C: -8.81473 -3.40228 -1.62459  0.720
O: -9.60051 -2.72646 -1.00250  -0.555
C: -9.27849 -4.42406 -2.63594  -1.171
H: -7.13476 -2.49349 -0.68422  0.034
H: -6.89233 -4.20680 -1.10070  0.362
H: -6.85375 -2.96581 -2.36919  0.343
H: -8.92694 -5.41728 -2.35255  0.329
H: -8.87545 -4.18497 -3.62135  0.300
H: -10.36445 -4.42624 -2.68202  0.324

Atomic forces in eV per Å
-0.06 -0.05 -0.03
0.08 0.38 0.43
-0.62 0.51 -0.02
0.05 -0.01 -0.20
-0.35 0.36 -0.16
0.12 0.19 -0.25
0.97 -0.04 -0.36
-0.94 0.14 0.29
-0.03 -0.16 0.16
-0.01 -1.65 -0.17
0.99 0.15 -0.21
0.21 0.25 -0.28
-0.12 -0.29 0.21
0.13 0.25 -0.27
-0.20 -0.03 0.15
0.03 0.14 0.12
-0.85 0.07 -0.05
0.47 0.47 -0.44
-0.34 -0.29 0.38
0.14 -0.09 0.01
-0.16 -0.15 0.21
-0.17 -0.34 0.30
0.38 0.58 -0.07
0.08 -0.18 -0.08
-0.02 -0.05 0.07
-0.09 -0.02 -0.04
-0.08 -0.06 0.08
-0.52 0.15 0.06
0.08 -0.13 0.63
0.12 0.70 -0.28
0.09 -0.21 0.22
-0.05 0.22 0.05
-0.09 0.02 -0.06
0.18 0.22 0.30
-0.35 0.23 -0.07
-0.58 -0.28 -0.34
-0.15 -0.36 -0.41
0.37 0.06 0.17
0.71 -0.09 0.88
-0.25 0.11 0.03
-0.22 0.02 -0.56
0.44 -0.44 0.42
0.28 -0.07 0.06
-0.14 -0.41 0.04
-0.40 0.01 -0.20
-0.01 -0.05 0.08
0.04 0.08 -0.01
-0.09 0.05 -0.03
0.09 -0.28 -0.29
0.08 -0.09 -0.22
0.35 -0.40 0.19
-0.15 -0.11 -0.03
-0.06 0.13 0.11
-0.01 0.27 0.25
0.07 0.05 -0.07
-0.10 0.02 0.13
-0.06 -0.05 -0.09
-0.07 -0.02 0.08
0.01 -0.07 -0.20
-0.16 0.09 0.13
0.15 -0.03 -0.04
-0.15 -0.01 -0.19
0.11 0.09 0.08
0.02 -0.02 -0.11
0.12 0.05 -0.15
0.27 -0.17 -0.01
-0.01 -0.14 0.14
-0.17 -0.14 -0.07
0.29 0.17 -0.16
0.07 -0.15 -0.04
0.10 0.00 -0.26
0.11 0.10 0.04
-0.08 0.04 0.04
-0.03 -0.25 0.03
0.17 0.14 0.20
-0.01 -0.13 -0.06
-0.25 0.27 -0.08
0.08 -0.09 -0.01
-0.14 0.23 -0.13
-0.11 0.19 0.03
0.02 -0.01 0.09
-0.09 0.20 -0.08
0.17 0.05 -0.01
0.08 0.06 -0.03
0.11 -0.02 0.03
0.06 0.12 0.15
-0.09 -0.07 -0.11
0.25 0.06 0.10
-0.03 0.03 0.19
0.01 0.00 0.00
-0.05 -0.01 -0.08
-0.01 -0.08 -0.05
0.00 0.02 -0.10
0.04 -0.05 -0.07
-0.01 0.01 0.00
-0.13 0.16 -0.05
0.01 -0.13 -0.01
0.01 0.14 -0.07
0.02 0.28 0.04
-0.01 0.01 0.01
0.04 -0.07 0.07
0.08 -0.08 -0.02
-0.03 -0.10 0.06
0.06 -0.13 -0.06
0.00 0.01 -0.02
-0.24 -0.46 -0.10
0.10 0.06 0.11
-0.15 0.03 -0.09
-0.05 -0.15 -0.19
0.05 -0.03 0.00
0.00 0.15 0.02
0.12 0.12 0.07
-0.03 0.09 0.06
0.07 0.04 0.12
0.00 -0.01 0.00
-0.09 -0.16 -0.04
0.06 0.06 0.05
-0.04 0.15 -0.03
-0.03 -0.13 -0.14
0.00 -0.01 0.00
0.01 0.09 0.00
0.08 0.05 0.03
-0.02 0.08 0.05
0.05 0.03 0.08
0.00 0.00 -0.01
-0.04 -0.13 0.11
0.01 0.11 -0.03
0.02 -0.09 0.01
-0.05 -0.17 0.02
0.00 0.00 0.01
-0.03 0.07 -0.05
0.05 0.04 -0.06
-0.01 0.10 0.00
0.07 0.06 -0.01
-0.01 -0.01 0.00
-0.09 0.16 -0.05
0.03 -0.10 0.04
-0.05 0.04 -0.05
0.01 0.19 -0.01
-0.01 0.00 0.00
0.03 -0.07 0.06
0.06 -0.07 -0.02
-0.03 -0.08 0.04
0.00 -0.08 -0.04
0.00 0.01 0.00
-0.12 0.09 0.16
0.07 -0.05 -0.05
-0.04 0.06 0.00
-0.16 0.06 0.08
0.09 0.00 -0.01
0.02 -0.02 -0.08
0.04 -0.08 -0.04
0.07 0.00 -0.06
0.07 -0.06 0.00
-0.01 0.00 0.00

Output
HOMO, eV: -10.45
Charge: +1
Electronic energy, eV: -227460.7338